# 1
DFT (ωB97M-V with the def2-TZVPD basis set) results for a 2-piece molecular cluster, C4H8O4Si overall at a distorted geometry.

Results
Electronic energy   -747.69807 Ha
LUMO   0.378 eV
Relative energy (zero: lowest compared OMol25 entry of this formula, charge and spin)   39.1 kcal per mole
Orbital gap   8.111 eV

ORCA input file:
```
! wB97M-V def2-TZVPD RIJCOSX def2/J DEFGRID3
* xyz 0 1
C -1.723 -1.336 -1.723
C -0.548 -0.986 -1.325
C -0.984 -0.006 0.628
C 0.793 -0.854 -1.690
O -2.096 -0.258 0.986
O 0.729 2.311 0.662
O 1.611 -0.099 1.718
O -0.224 1.611 2.992
Si 0.311 0.953 1.565
H -1.791 -1.761 -2.733
H -2.654 -1.273 -1.162
H 1.273 0.114 -1.559
H 1.535 -1.448 -1.097
H 0.927 -1.235 -2.729
H 1.363 2.302 -0.023
H 1.646 -0.614 2.447
H -0.169 2.579 3.044
*
```

# 2
DFT (ωB97M-V with the def2-TZVPD basis set) results for a 15-piece molecular cluster, C3H35NO15S overall at a distorted geometry.

Results
Electronic energy   -1716.89470 Ha
LUMO   4.602 eV
Relative energy (zero: lowest compared OMol25 entry of this formula, charge and spin)   0.0 kcal per mole
Orbital gap   5.974 eV

ORCA input file:
```
! wB97M-V def2-TZVPD RIJCOSX def2/J DEFGRID3
* xyz -2 1
C -1.203 1.252 -0.734
C -1.781 2.483 -1.365
S -3.285 3.134 -0.504
N -0.291 0.550 -1.719
C -0.119 -0.815 -1.215
O 0.702 -0.801 -0.109
H -0.540 1.335 0.128
H -1.968 0.568 -0.405
H -2.147 2.341 -2.376
H -1.028 3.256 -1.321
H 0.624 0.908 -1.528
H 0.341 -1.370 -2.050
H -1.059 -1.345 -1.029
H -1.657 -2.940 0.797
H -3.126 -3.110 1.225
O -2.549 -3.200 0.462
H 0.935 3.189 -2.313
H 0.744 1.894 -3.063
O 1.121 2.788 -3.134
H 0.095 -0.995 3.490
H -0.571 -2.322 3.147
O -0.382 -1.724 3.891
H -1.798 1.651 3.706
H -2.108 0.196 4.057
O -2.210 1.087 4.395
H -2.663 -3.110 -1.936
H -1.282 -3.780 -2.269
O -2.223 -3.786 -2.455
H 2.666 -0.307 -1.463
H 3.264 0.436 -2.588
O 3.397 -0.382 -2.099
H 0.331 3.804 0.256
H 1.113 2.405 0.166
O 0.997 3.286 -0.199
H 2.096 0.001 3.307
H 2.679 0.082 1.915
O 2.379 0.653 2.661
H 0.796 -3.277 1.220
H 0.241 -1.905 0.769
O 0.007 -2.743 1.350
H 3.385 2.378 -0.514
H 3.625 1.848 0.839
O 4.037 1.841 -0.039
H -3.659 0.009 -0.497
H -3.784 -1.494 -0.227
O -4.180 -0.771 -0.724
H -1.217 2.537 1.538
H -2.577 3.076 1.685
O -1.803 2.814 2.242
H 1.456 -2.279 -2.181
H 2.904 -2.440 -2.650
O 2.166 -2.923 -2.272
H 2.348 -1.671 0.496
H 3.602 -0.933 0.250
O 3.158 -1.384 0.983
*
```

# 3
DFT (ωB97M-V with the def2-TZVPD basis set) results for a 2-piece molecular cluster, C2H2O3 overall at a distorted geometry.

Results
Electronic energy   -303.03251 Ha
LUMO   0.290 eV
Relative energy (zero: lowest compared OMol25 entry of this formula, charge and spin)   61.4 kcal per mole
Orbital gap   9.050 eV

ORCA input file:
```
! wB97M-V def2-TZVPD RIJCOSX def2/J DEFGRID3
* xyz 0 1
C -1.616 0.877 0.368
C 1.640 -0.945 0.432
O 2.193 -1.948 0.382
O -1.084 -0.122 -0.303
O 1.327 0.166 0.484
H -1.634 1.788 -0.208
H -0.827 0.184 -1.154
*
```

# 4
DFT (ωB97M-V with the def2-TZVPD basis set) results for a 6-piece molecular cluster, C16H38Cl10N3OP overall at a distorted geometry.

Results
Electronic energy   -5814.92163 Ha
LUMO (alpha / beta)   -2.565 / -7.231 eV
Orbital gap (alpha / beta)   9.413 / 4.747 eV

ORCA input file:
```
! wB97M-V def2-TZVPD RIJCOSX def2/J DEFGRID3
* xyz 1 2
O -2.342 1.566 0.950
P -2.272 0.507 2.034
N -1.615 1.017 3.581
C -2.091 0.473 4.847
C -0.456 1.928 3.535
N -1.258 -0.817 1.688
C 0.061 -0.515 1.013
C -1.102 -1.976 2.584
N -3.796 -0.185 2.486
C -4.422 -1.135 1.580
C -4.845 0.788 3.032
H -3.046 0.912 5.138
H -1.284 0.628 5.563
H -2.134 -0.609 4.723
H 0.339 1.676 2.833
H 0.137 1.952 4.449
H -0.810 2.949 3.393
H 0.114 0.485 0.584
H 0.885 -0.479 1.726
H 0.234 -1.275 0.251
H -2.047 -2.221 3.068
H -0.865 -2.938 2.129
H -0.284 -1.752 3.268
H -4.708 -0.513 0.732
H -3.773 -1.997 1.426
H -5.346 -1.475 2.048
H -4.522 1.687 3.557
H -5.532 0.169 3.610
H -5.427 1.154 2.186
Cl -1.836 -3.021 -1.134
C -0.503 -3.630 -2.110
C -0.383 -2.953 -3.468
Cl 0.077 -1.314 -3.224
H -0.641 -4.710 -2.166
H 0.443 -3.325 -1.664
H -1.363 -3.024 -3.939
H 0.439 -3.427 -4.004
Cl 5.188 0.481 -6.559
C 5.187 -0.949 -5.564
C 3.897 -1.857 -5.782
Cl 4.182 -3.342 -4.982
H 5.349 -0.740 -4.507
H 5.933 -1.645 -5.949
H 3.790 -2.113 -6.836
H 2.902 -1.559 -5.450
Cl 2.785 0.899 -3.913
C 2.243 1.520 -2.309
C 3.187 1.054 -1.165
Cl 3.131 -0.694 -0.858
H 1.217 1.211 -2.109
H 2.203 2.582 -2.550
H 2.759 1.693 -0.393
H 4.193 1.291 -1.513
Cl 2.846 2.975 1.751
C 3.624 2.524 3.275
C 4.227 1.135 3.217
Cl 5.339 0.851 4.566
H 2.873 2.522 4.065
H 4.363 3.294 3.497
H 4.922 1.244 2.385
H 3.408 0.422 3.116
Cl -3.309 0.117 -4.278
C -2.654 0.835 -2.747
C -3.325 2.234 -2.442
Cl -2.548 3.485 -3.529
H -1.598 1.024 -2.943
H -2.809 0.100 -1.957
H -3.112 2.550 -1.421
H -4.415 2.258 -2.421
*
```

# 5
DFT (ωB97M-V with the def2-TZVPD basis set) results for one molecule with the formula C2H5N5O at a distorted geometry.

Results
Electronic energy   -428.00735 Ha
LUMO   0.747 eV
SMILES string   [H]/N=c1/[nH]nnn1OC
Relative energy (zero: lowest compared OMol25 entry of this formula, charge and spin)   135.4 kcal per mole
Orbital gap   9.793 eV

ORCA input file:
```
! wB97M-V def2-TZVPD RIJCOSX def2/J DEFGRID3
* xyz 0 1
H -0.457 -2.130 -0.044
N 0.553 -1.993 -0.354
C 0.766 -0.812 -0.476
N 1.995 -0.404 -0.542
N 2.094 1.016 -0.649
N 0.933 1.558 -0.537
N 0.160 0.461 -0.339
O -1.129 0.817 -0.579
C -1.689 0.638 0.741
H 2.764 -0.923 -0.711
H -1.987 -0.544 1.252
H -1.189 1.347 1.642
H -2.813 0.970 0.598
*
```

# 6
DFT (ωB97M-V with the def2-TZVPD basis set) results for C31H43HgNO4S as an isolated structure at a distorted geometry.

Results
Electronic energy   -2113.64642 Ha
LUMO   -11.067 eV
Orbital gap   0.984 eV

ORCA input file:
```
! wB97M-V def2-TZVPD RIJCOSX def2/J DEFGRID3
* xyz 2 1
C 2.451 -0.865 5.051
C 3.545 -1.711 4.389
O 3.980 -1.170 3.113
C 3.350 -1.514 2.027
C 2.057 -2.079 1.965
C 1.486 -2.374 0.742
S -0.125 -3.084 0.677
C 2.155 -2.107 -0.511
C 1.559 -2.356 -1.836
C 0.480 -1.236 -2.127
C -0.889 -1.794 -2.546
C -2.011 -0.840 -2.168
C -3.349 -1.254 -2.779
C -4.559 -0.708 -2.011
C -5.017 -1.702 -0.949
C -6.048 -1.178 0.056
C -7.195 -0.322 -0.538
C -7.324 1.003 0.210
C -8.424 1.883 -0.371
C -8.361 3.282 0.236
O -8.417 3.271 1.619
C -7.296 3.848 2.268
C 3.442 -1.558 -0.408
C 4.015 -1.276 0.796
C 5.392 -0.728 0.563
O 6.255 -0.565 1.367
N 5.458 -0.522 -0.798
C 6.722 -0.190 -1.442
C 7.207 1.141 -0.902
C 6.434 2.268 -1.204
C 6.800 3.520 -0.727
C 7.951 3.626 0.067
C 8.729 2.520 0.365
C 8.377 1.241 -0.105
C 9.247 0.096 0.281
C 4.409 -1.144 -1.485
O 4.348 -1.273 -2.659
H 1.600 -1.498 5.280
H 2.098 -0.131 4.330
H 2.805 -0.372 5.942
H 4.433 -1.690 5.006
H 3.267 -2.750 4.261
H 1.521 -2.281 2.875
H 0.111 -4.146 1.465
H 1.088 -3.332 -1.860
H 2.331 -2.255 -2.584
H 0.862 -0.569 -2.892
H 0.322 -0.629 -1.232
H -1.087 -2.762 -2.099
H -0.893 -1.879 -3.631
H -1.768 0.163 -2.524
H -2.100 -0.753 -1.082
H -3.406 -2.343 -2.754
H -3.383 -0.931 -3.815
H -5.368 -0.589 -2.729
H -4.370 0.277 -1.587
H -4.131 -1.990 -0.375
H -5.384 -2.616 -1.408
H -5.576 -0.627 0.868
H -6.510 -2.048 0.519
H -7.093 -0.157 -1.605
H -8.128 -0.863 -0.388
H -6.378 1.544 0.149
H -7.561 0.791 1.248
H -9.417 1.486 -0.163
H -8.320 1.983 -1.450
H -7.496 3.839 -0.126
H -9.274 3.859 -0.143
H -7.298 4.933 2.182
H -7.353 3.572 3.315
H -6.362 3.457 1.870
H 7.465 -0.964 -1.299
H 6.567 -0.082 -2.510
H 5.549 2.141 -1.810
H 6.226 4.405 -0.943
H 8.226 4.597 0.450
H 9.611 2.658 0.971
H 9.535 0.215 1.321
H 10.173 0.095 -0.295
H 8.786 -0.876 0.181
Hg -10.751 4.968 -1.157
*
```

# 7
DFT (ωB97M-V with the def2-TZVPD basis set) results for one molecule with the formula C11H11N3O2S.

Results
Electronic energy   -1138.74582 Ha
LUMO   0.377 eV
SMILES string   Cc1sc2nc3n(c(=O)c2c1C)NC(=O)CC3
Relative energy (zero: lowest compared OMol25 entry of this formula, charge and spin)   0.0 kcal per mole
Orbital gap   8.658 eV

ORCA input file:
```
! wB97M-V def2-TZVPD RIJCOSX def2/J DEFGRID3
* xyz 0 1
C -4.567 0.014 -0.152
C -3.093 0.189 -0.056
S -2.400 1.792 -0.002
C -0.813 1.128 0.095
N 0.292 1.891 0.174
C 1.421 1.269 0.245
N 1.516 -0.088 0.222
C 0.412 -0.971 0.157
O 0.629 -2.170 0.171
C -0.834 -0.267 0.086
C -2.155 -0.797 -0.001
C -2.480 -2.253 -0.030
N 2.754 -0.700 0.300
C 3.916 -0.141 -0.137
O 4.941 -0.775 -0.185
C 3.776 1.324 -0.507
C 2.715 2.007 0.354
H -4.938 -0.552 0.703
H -4.825 -0.540 -1.055
H -5.065 0.979 -0.177
H -3.120 -2.515 0.811
H -3.011 -2.504 -0.947
H -1.566 -2.836 0.023
H 2.663 -1.710 0.414
H 4.747 1.806 -0.395
H 3.496 1.375 -1.563
H 2.555 3.041 0.053
H 3.034 2.002 1.401
*
```

# 8
DFT (ωB97M-V with the def2-TZVPD basis set) results for a 2-piece molecular cluster, C3H11N2O2 overall at a distorted geometry.

Results
Electronic energy   -380.67310 Ha
LUMO   -3.647 eV
Relative energy (zero: lowest compared OMol25 entry of this formula, charge and spin)   25.6 kcal per mole
Orbital gap   9.809 eV

ORCA input file:
```
! wB97M-V def2-TZVPD RIJCOSX def2/J DEFGRID3
* xyz 1 1
C -0.085 -0.258 -1.306
C -0.072 -0.017 0.179
C -1.155 -0.799 0.913
N -1.042 -0.670 2.285
O -1.959 -1.507 0.371
N 1.208 0.183 -1.945
H -0.920 0.221 -1.802
H -0.018 -1.328 -1.425
H 0.863 -0.241 0.672
H -0.102 1.043 0.465
H -0.768 0.254 2.592
H -1.818 -1.092 2.772
H 2.035 -0.068 -1.403
H 1.245 1.184 -2.086
H 1.259 -0.196 -2.874
H 2.953 2.315 0.370
H 2.152 3.065 -0.635
O 2.137 2.229 -0.147
*
```

# 9
DFT (ωB97M-V with the def2-TZVPD basis set) results for C32H35GeN4O2PtSi as an isolated structure at a distorted geometry.

Results
Electronic energy   -4095.03652 Ha
LUMO (alpha / beta)   -8.907 / -9.225 eV
Relative energy (zero: lowest compared OMol25 entry of this formula, charge and spin)   109.7 kcal per mole
Orbital gap (alpha / beta)   5.077 / 4.757 eV

ORCA input file:
```
! wB97M-V def2-TZVPD RIJCOSX def2/J DEFGRID3
* xyz 2 2
Pt 0.506 -0.450 0.364
C 1.261 0.271 4.025
C 0.495 -0.958 3.694
C 0.104 -1.880 4.678
C -0.623 -3.008 4.312
C -0.984 -3.208 2.994
C -0.560 -2.263 2.039
N 0.172 -1.186 2.433
N -0.769 -2.278 0.731
Si -1.762 -3.207 -0.342
C -3.338 -3.813 0.550
C -2.063 -1.937 -1.735
C -0.662 -4.640 -1.011
H 1.588 0.253 5.061
H 0.630 1.149 3.872
H 2.122 0.374 3.363
H 0.387 -1.711 5.705
H -0.902 -3.735 5.061
H -1.542 -4.071 2.673
H -3.628 -3.151 1.362
H -3.220 -4.814 0.957
H -4.166 -3.854 -0.149
H -2.679 -1.103 -1.400
H -2.567 -2.394 -2.578
H -1.110 -1.542 -2.090
H -0.560 -5.415 -0.258
H 0.319 -4.261 -1.278
H -1.134 -5.060 -1.890
C -2.298 0.867 -4.700
C -3.125 1.368 -3.710
C -2.605 1.697 -2.465
C -1.259 1.485 -2.215
C -0.427 0.991 -3.210
C -0.945 0.682 -4.456
Ge -0.478 1.645 -0.353
C 0.779 3.241 -0.496
C 1.077 3.823 -1.708
C 2.037 4.826 -1.753
C 2.683 5.213 -0.593
C 2.384 4.610 0.616
C 1.404 3.628 0.676
C -1.905 2.109 0.974
C -2.089 3.377 1.506
C -3.130 3.611 2.392
C -3.983 2.578 2.748
C -3.805 1.311 2.215
C -2.753 1.069 1.350
H -2.703 0.628 -5.672
H -4.176 1.523 -3.902
H -3.251 2.113 -1.703
H 0.626 0.830 -3.001
H -0.292 0.299 -5.225
H 0.583 3.509 -2.618
H 2.261 5.293 -2.700
H 3.418 6.006 -0.628
H 2.894 4.899 1.522
H 1.159 3.166 1.622
H -1.432 4.187 1.222
H -3.275 4.599 2.800
H -4.782 2.757 3.453
H -4.483 0.511 2.471
H -2.588 0.076 0.943
C 4.962 -2.984 -2.308
N 4.371 -1.924 -1.523
C 5.117 -0.935 -1.008
C 4.579 0.069 -0.265
C 3.175 0.029 0.005
O 2.551 0.872 0.687
N 2.462 -0.998 -0.517
C 2.978 -1.996 -1.280
O 2.309 -2.894 -1.736
H 5.980 -2.720 -2.585
H 4.364 -3.142 -3.206
H 4.974 -3.912 -1.732
H 6.180 -0.974 -1.211
H 5.162 0.874 0.139
*
```

# 10
DFT (ωB97M-V with the def2-TZVPD basis set) results for one molecule with the formula C7H11NO3 at a distorted geometry.

Results
Electronic energy   -553.73223 Ha
LUMO   0.549 eV
SMILES string   CN(C)[C@H]1CC(=O)C(O)=C1O
Relative energy (zero: lowest compared OMol25 entry of this formula, charge and spin)   65.1 kcal per mole
Orbital gap   9.238 eV

ORCA input file:
```
! wB97M-V def2-TZVPD RIJCOSX def2/J DEFGRID3
* xyz 0 1
C -0.929 0.228 -1.259
N -0.111 -0.616 -0.336
C 1.039 -1.057 -1.093
C 0.182 -0.190 1.026
C 1.026 1.082 1.257
C 0.237 2.113 2.049
O 0.651 3.090 2.580
C -1.184 1.486 2.124
O -2.136 2.175 2.830
C -1.204 0.247 1.631
O -2.250 -0.589 1.679
H -0.910 -0.344 -2.132
H -1.937 0.068 -0.995
H -0.646 1.150 -1.678
H 1.663 -0.254 -1.334
H 1.457 -1.832 -0.381
H 0.859 -1.541 -1.998
H 0.719 -1.066 1.510
H 1.207 1.588 0.285
H 2.002 0.948 1.630
H -3.051 1.793 2.615
H -2.057 -1.439 1.297
*
```

# 11
DFT (ωB97M-V with the def2-TZVPD basis set) results for a 2-piece molecular cluster, C22H32BrCl2IO4P overall at a distorted geometry.

Results
Electronic energy   -5291.80675 Ha
LUMO   0.061 eV
Orbital gap   5.128 eV

ORCA input file:
```
! wB97M-V def2-TZVPD RIJCOSX def2/J DEFGRID3
* xyz -1 1
C 5.882 0.025 1.768
C 4.821 -0.584 2.395
C 3.475 0.046 2.693
C 2.284 -0.133 1.742
O 1.995 -1.450 1.351
P 1.117 -1.520 -0.132
I -0.113 -1.369 -2.449
C -0.526 -0.903 0.625
C -1.642 -1.953 0.574
C -3.022 -1.358 0.209
C 2.624 -2.428 -0.924
Cl 4.197 -1.707 -0.781
C 2.553 -3.606 -1.535
C 1.348 -4.459 -1.752
Cl 3.987 -4.385 -2.190
O 1.688 0.057 -0.534
C 2.047 0.868 0.558
C 0.948 1.871 0.988
C 0.258 2.560 -0.193
C 3.253 1.782 0.153
C 3.804 1.604 -1.263
C 2.892 2.141 -2.353
Br 3.518 1.477 -4.097
H 5.841 0.309 0.718
H 6.792 0.303 2.295
H 4.940 -1.630 2.683
H 3.192 -0.343 3.671
H 3.651 1.115 2.784
H 1.442 0.103 2.418
H 0.651 -2.823 0.223
H -0.850 0.018 0.143
H -0.373 -0.640 1.675
H -1.731 -2.367 1.582
H -1.405 -2.792 -0.082
H -2.987 -0.274 0.126
H -3.761 -1.609 0.974
H -3.350 -1.768 -0.747
H 0.430 -4.045 -1.358
H 1.523 -5.463 -1.359
H 1.209 -4.585 -2.830
H 0.156 1.370 1.541
H 1.373 2.608 1.674
H -0.056 1.809 -0.918
H 0.872 3.331 -0.658
H -0.657 3.030 0.173
H 2.938 2.826 0.223
H 4.093 1.674 0.838
H 4.735 2.181 -1.314
H 4.071 0.587 -1.510
H 2.919 3.223 -2.445
H 1.885 1.750 -2.271
C -7.654 1.992 -1.368
C -6.398 2.282 -1.044
C -5.721 1.608 0.094
O -4.579 1.870 0.393
C -6.501 0.595 0.852
C -7.758 0.307 0.526
C -8.434 0.982 -0.610
O -9.580 0.719 -0.908
H -8.168 2.471 -2.193
H -5.810 3.013 -1.584
H -5.986 0.115 1.674
H -8.345 -0.426 1.064
*
```

# 12
DFT (ωB97M-V with the def2-TZVPD basis set) results for a 2-piece molecular cluster, C5H15NOS overall at a distorted geometry.

Results
Electronic energy   -727.65650 Ha
LUMO   0.731 eV
SMILES string   CNCCCCS.O
Relative energy (zero: lowest compared OMol25 entry of this formula, charge and spin)   18.3 kcal per mole
Orbital gap   9.623 eV

ORCA input file:
```
! wB97M-V def2-TZVPD RIJCOSX def2/J DEFGRID3
* xyz 0 1
C -1.295 2.634 0.177
N -0.068 2.346 0.894
C 0.559 1.078 0.514
C -0.277 -0.196 0.753
C -1.079 -0.717 -0.457
C -0.411 -1.767 -1.303
S 1.161 -1.341 -2.149
H -2.164 2.064 0.534
H -1.538 3.686 0.272
H -1.136 2.421 -0.881
H -0.280 2.338 1.886
H 0.907 1.218 -0.514
H 1.460 1.035 1.126
H -0.963 0.003 1.575
H 0.408 -0.977 1.087
H -1.955 -1.221 -0.044
H -1.538 0.101 -1.007
H -1.044 -2.034 -2.147
H -0.268 -2.719 -0.794
H 1.680 -0.498 -1.259
O 2.686 -2.712 0.898
H 1.966 -2.797 0.261
H 3.187 -1.944 0.578
*
```